C9H21AlO3 | ωB97M-V/def2-TZVPD

Positions of all 34 atoms, in Å:
Al1 -24.061 -18.454 -17.875
C1 -25.120 -20.735 -13.228
C2 -24.427 -21.174 -14.447
C3 -24.933 -22.525 -15.131
O1 -24.363 -20.195 -15.451
H1 -26.182 -20.807 -13.465
H2 -24.868 -19.745 -12.848
H3 -25.096 -21.298 -12.295
H4 -23.411 -21.380 -14.110
H5 -24.572 -22.805 -16.120
H6 -26.013 -22.409 -15.225
H7 -24.683 -23.315 -14.423
C4 -27.664 -15.120 -20.086
C5 -27.194 -16.518 -19.648
C6 -27.505 -17.674 -20.597
O2 -25.816 -16.516 -19.251
H8 -27.082 -14.779 -20.942
H9 -27.515 -14.462 -19.229
H10 -28.714 -14.966 -20.334
H11 -27.857 -16.724 -18.808
H12 -28.577 -17.868 -20.566
H13 -27.037 -18.609 -20.286
H14 -27.124 -17.357 -21.567
C7 -19.397 -18.802 -16.859
C8 -20.222 -19.956 -17.487
C9 -20.547 -20.914 -16.341
O3 -21.304 -19.513 -18.222
H15 -18.995 -18.103 -17.592
H16 -18.395 -19.183 -16.658
H17 -19.976 -18.354 -16.052
H18 -19.540 -20.568 -18.078
H19 -19.632 -21.258 -15.859
H20 -20.791 -21.793 -16.937
H21 -21.340 -20.726 -15.617

Output
Lowest unoccupied orbital energy, eV: -5.0169
Electronic energy, Ha: -823.271978

Table of Löwdin atomic charges, one value per atom, all in e: Al 1.1252; C -0.0850; C -0.5612; C -0.0267; O -0.2344; H 0.0796; H 0.0844; H 0.0808; H 0.1309; H 0.0714; H 0.0688; H 0.0715; C -0.0603; C -0.5766; C -0.0780; O -0.3070; H 0.0753; H 0.0734; H 0.0763; H 0.1160; H 0.0742; H 0.0614; H 0.0768; C -0.0734; C -0.5767; C -0.0665; O -0.2085; H 0.0673; H 0.0692; H 0.0821; H 0.1455; H 0.0790; H 0.0742; H 0.0709



C9H21BeFO5PS | ωB97M-V/def2-TZVPD

Positions of all 39 atoms, in Å:
C1 1.203 1.648 -2.772
C2 1.242 0.167 -3.138
O1 -0.063 -0.453 -3.100
C3 -0.340 -1.318 -2.060
C4 -1.074 -0.303 -1.206
P1 -0.849 -0.923 0.853
S1 -3.034 -1.762 0.463
C5 -4.098 -0.354 0.678
O2 -3.235 -2.655 1.567
O3 -3.109 -2.245 -0.893
O4 -0.846 -1.481 2.412
C6 0.471 -1.192 2.936
C7 0.902 0.083 2.223
C8 2.294 0.611 2.463
C9 2.514 2.007 1.917
F1 2.688 1.953 0.520
O5 0.660 -0.258 0.847
H1 1.545 1.831 -1.753
H2 0.188 2.030 -2.900
H3 1.835 2.191 -3.480
H4 1.586 0.046 -4.167
H5 1.919 -0.393 -2.490
H6 0.528 -1.770 -1.579
H7 -1.023 -2.105 -2.374
H8 -0.585 0.670 -1.183
H9 -2.132 -0.186 -1.414
H10 -1.443 0.335 1.213
H11 -0.313 -2.151 0.339
H12 -5.108 -0.755 0.590
H13 -3.891 0.386 -0.090
H14 -3.928 0.059 1.670
H15 1.143 -2.013 2.678
H16 0.392 -1.079 4.015
H17 0.180 0.843 2.562
H18 3.022 -0.044 1.976
H19 2.498 0.605 3.537
H20 3.400 2.472 2.351
H21 1.652 2.656 2.104
Be1 3.206 2.848 -5.318

Output
Lowest unoccupied orbital energy, eV: -7.8840
Total charge: +1
Electronic energy, Ha: -1585.309079

Table of Löwdin atomic charges, one value per atom, all in e: C -0.0841; C -0.1799; O -0.0545; C -0.2284; C 0.0137; P 0.6422; S 0.6170; C -0.1369; O -0.2566; O -0.3247; O -0.2795; C -0.1376; C -0.3716; C -0.1063; C -0.1674; F -0.0672; O -0.2529; H 0.0688; H 0.0909; H -0.0926; H 0.1226; H 0.1315; H 0.1274; H 0.1420; H 0.0986; H 0.0817; H 0.0697; H 0.0918; H 0.0903; H 0.0675; H 0.0779; H 0.1404; H 0.1474; H 0.1482; H 0.1388; H 0.1399; H 0.1245; H 0.1245; Be 0.2428



C9H21ClCuN3O3 | ωB97M-V/def2-TZVPD

Positions of all 38 atoms, in Å:
Cu1 0.682 -4.611 -13.503
Cl1 -3.737 -4.677 -14.414
C1 5.040 -5.883 -9.516
C2 5.017 -6.624 -10.836
O1 3.944 -7.059 -11.217
N1 6.149 -6.815 -11.469
C3 6.207 -7.482 -12.845
H1 5.245 -6.792 -8.951
H2 4.051 -5.689 -9.099
H3 5.809 -5.118 -9.411
H4 6.953 -6.469 -10.964
H5 7.239 -7.621 -13.164
H6 5.614 -7.047 -13.650
H7 5.942 -8.519 -12.638
C4 3.922 -3.751 -19.623
C5 2.536 -4.313 -19.468
O2 2.029 -4.606 -18.340
N2 1.863 -4.669 -20.592
C6 0.455 -5.079 -20.571
H8 3.862 -2.691 -19.377
H9 4.333 -3.962 -20.610
H10 4.618 -4.148 -18.884
H11 2.118 -4.231 -21.466
H12 -0.320 -4.314 -20.596
H13 0.139 -5.828 -19.844
H14 0.253 -5.652 -21.476
C7 1.915 1.950 -12.485
C8 2.985 0.958 -12.860
O3 2.870 -0.258 -12.611
N3 4.081 1.503 -13.391
C9 5.280 0.746 -13.736
H15 1.544 2.560 -13.309
H16 2.260 2.561 -11.651
H17 1.027 1.434 -12.119
H18 4.021 2.459 -13.712
H19 5.975 1.278 -14.385
H20 4.883 -0.140 -14.233
H21 5.887 0.564 -12.849

Output
Lowest unoccupied orbital energy, eV: -3.0742
Electronic energy, Ha: -2846.038897

Table of Löwdin atomic charges, one value per atom, all in e: Cu 0.7640; Cl -0.7691; C -0.0023; C -0.6349; O 0.0187; N 0.0243; C -0.0233; H 0.0880; H 0.0866; H 0.0794; H 0.1323; H 0.0730; H 0.0820; H 0.0791; C -0.0106; C -0.5130; O -0.0211; N 0.0057; C -0.0799; H 0.0854; H 0.0765; H 0.0829; H 0.1299; H 0.0848; H 0.0863; H 0.0742; C -0.0119; C -0.5565; O 0.0033; N -0.0075; C -0.0620; H 0.0812; H 0.0850; H 0.0823; H 0.1367; H 0.0807; H 0.0852; H 0.0846



C9H21ClI2N2OPSZr | ωB97M-V/def2-TZVPD

Positions of all 39 atoms, in Å:
I1 -0.707 4.959 3.850
I2 1.530 3.426 3.992
Zr1 -0.119 -0.395 0.079
P1 1.107 1.173 -1.454
C1 1.605 2.862 -1.013
C2 2.651 0.428 -2.058
H1 -0.307 0.498 -3.297
H2 0.770 1.870 -3.742
H3 -0.703 2.131 -2.757
C3 0.127 1.445 -2.963
H4 2.468 -0.609 -2.355
H5 3.023 1.006 -2.911
H6 2.123 3.310 -1.873
H7 2.268 2.827 -0.137
H8 3.398 0.420 -1.256
H9 0.718 3.453 -0.746
C4 -0.655 1.473 1.003
O1 -0.939 2.505 1.480
Cl1 -1.295 -1.434 -1.745
C5 -0.970 -6.076 1.936
C6 -0.627 -4.776 2.594
N1 0.236 -3.980 1.664
C7 0.222 -2.656 1.548
S1 1.668 -1.841 1.077
N2 -1.001 -1.927 1.670
C8 -2.314 -2.542 1.220
C9 -3.399 -2.384 2.262
H10 -1.468 -5.899 0.988
H11 -1.647 -6.626 2.583
H12 -0.076 -6.669 1.748
H13 -1.492 -4.162 2.856
H14 -0.063 -4.952 3.515
H15 1.155 -4.394 1.473
H16 -1.045 -1.576 2.639
H17 -2.553 -2.031 0.283
H18 -2.105 -3.573 0.921
H19 -3.707 -1.333 2.359
H20 -4.252 -2.988 1.921
H21 -3.104 -2.776 3.246

Output
Lowest unoccupied orbital energy (alpha / beta), eV: -13.5219 / -13.3002
Total charge: +3
Electronic energy, Ha: -2381.436844

Table of Löwdin atomic charges, one value per atom, all in e: I 0.2030; I 0.0797; Zr 1.0473; P 0.6630; C -0.2181; C -0.2093; H 0.0092; H 0.0885; H 0.0761; C -0.2310; H 0.0635; H 0.0899; H 0.0908; H 0.0676; H 0.0700; H 0.0624; C -0.0738; O 0.0929; Cl 0.2054; C -0.0443; C -0.1719; N 0.0897; C -0.7393; S 0.7802; N -0.1419; C -0.2523; C -0.0415; H 0.0859; H 0.1085; H 0.1014; H 0.0988; H 0.1532; H 0.1693; H 0.1661; H 0.0346; H 0.1169; H 0.0986; H 0.1173; H 0.0937



C9H21ClIO2P2Ru | ωB97M-V/def2-TZVPD

Positions of all 37 atoms, in Å:
C1 -0.888 -2.409 -0.892
C2 0.362 -1.609 -0.673
H1 -0.568 -3.426 -1.127
H2 -1.445 -1.997 -1.744
H3 -1.574 -2.394 -0.032
O1 1.512 -1.975 -0.882
I1 0.276 2.889 1.015
Ru1 0.118 0.287 0.116
P1 0.123 1.047 -2.054
C3 1.772 1.499 -2.692
C4 -0.409 -0.137 -3.360
H4 -1.858 2.400 -2.021
H5 -1.014 2.533 -3.586
H6 -0.412 3.416 -2.150
C5 -0.883 2.494 -2.499
H7 -1.454 -0.421 -3.187
H8 -0.319 0.361 -4.337
H9 1.687 1.809 -3.743
H10 2.435 0.628 -2.621
H11 0.217 -1.041 -3.346
H12 2.196 2.315 -2.094
C6 1.969 0.373 0.276
O2 3.125 0.504 0.336
Cl1 -2.246 0.367 -0.339
C7 1.064 0.044 3.904
P2 0.052 -0.247 2.429
C8 -0.100 -2.072 2.524
C9 -1.579 0.354 3.019
H13 2.075 -0.373 3.839
H14 0.546 -0.453 4.726
H15 1.193 1.096 4.180
H16 -0.320 -2.366 3.564
H17 -0.901 -2.471 1.892
H18 0.876 -2.450 2.199
H19 -1.808 -0.083 4.008
H20 -1.473 1.439 3.066
H21 -2.347 0.068 2.288

Output
Lowest unoccupied orbital energy (alpha / beta), eV: -11.5858 / -15.3125
Spin multiplicity: 5
Total charge: +3
⟨S²⟩: 6.0325
Electronic energy, Ha: -2040.299654

Table of Löwdin atomic charges, one value per atom, all in e: C -0.0311; C -0.3971; H 0.1343; H 0.0824; H 0.0807; O 0.2438; I 0.9525; Ru 0.4536; P 0.6770; C -0.2021; C -0.1968; H 0.0214; H 0.0922; H 0.0562; C -0.2404; H 0.0570; H 0.0948; H 0.0943; H 0.0697; H 0.0703; H 0.0661; C -0.4002; O 0.2238; Cl 0.2916; C -0.1938; P 0.7336; C -0.1891; C -0.2406; H 0.0829; H 0.0870; H 0.0748; H 0.0992; H 0.0472; H 0.0719; H 0.0984; H 0.0213; H 0.0133



C9H21ClIO3P2Yb | ωB97M-V/def2-TZVPD

Positions of all 38 atoms, in Å:
C1 -0.270 -2.058 -1.493
C2 0.762 -1.170 -2.113
H1 0.289 -2.964 -1.201
H2 -1.102 -2.398 -2.137
H3 -0.734 -1.566 -0.623
O1 1.972 -1.260 -1.851
I1 1.851 2.714 -0.766
Yb1 -0.962 2.327 1.021
P1 0.164 0.169 -3.231
C3 1.718 0.785 -3.889
C4 -0.860 -0.639 -4.458
H4 -1.684 1.232 -2.021
H5 -1.262 2.106 -3.548
H6 -0.223 2.282 -2.112
C5 -0.854 1.556 -2.677
H7 -1.870 -0.824 -4.072
H8 -0.955 -0.019 -5.355
H9 1.633 1.043 -4.940
H10 2.471 0.010 -3.745
H11 -0.415 -1.593 -4.755
H12 2.004 1.678 -3.332
C6 1.322 0.556 0.113
O2 1.704 -0.257 0.832
Cl1 -2.408 0.462 0.250
C7 -0.077 1.078 5.195
P2 -0.152 0.164 3.671
C8 1.218 -0.968 3.515
C9 -1.647 -0.807 3.561
O3 -0.069 1.205 2.549
H13 -0.975 1.696 5.283
H14 0.801 1.731 5.172
H15 -0.015 0.423 6.067
H16 1.466 -1.375 4.503
H17 0.937 -1.806 2.865
H18 2.101 -0.467 3.098
H19 -2.174 -0.577 2.627
H20 -1.400 -1.875 3.581
H21 -2.304 -0.594 4.413

Output
Lowest unoccupied orbital energy (alpha / beta), eV: -6.8034 / -8.8710
Spin multiplicity: 2
Total charge: +2
⟨S²⟩: 0.7577
Electronic energy, Ha: -3180.071119

Table of Löwdin atomic charges, one value per atom, all in e: C -0.0334; C -0.5052; H 0.1148; H 0.1009; H 0.0433; O 0.0464; I 0.8440; Yb 0.9963; P 0.9209; C -0.1708; C -0.1653; H -0.0242; H 0.0931; H -0.0964; C -0.2413; H 0.0821; H 0.0822; H 0.0780; H 0.0702; H 0.0823; H -0.0250; C -0.4394; O 0.0874; Cl -0.0733; C -0.1528; P 0.6193; C -0.1623; C -0.1528; O -0.5824; H 0.0707; H 0.0740; H 0.0771; H 0.0817; H 0.0677; H 0.0599; H -0.0124; H 0.0715; H 0.0734